1) One molecule with the formula C23H21N3O3. Source: OMol25; level of theory: ωB97M-V with the def2-TZVPD basis set.

Each line ends with the Mulliken charge.
Element x y z (Å)
1 O -2.86334 -1.74535 -0.60967  -0.6344
2 C -2.68945 -1.09635 0.42302  -0.0268
3 N -1.46841 -0.56280 0.76853  0.0358
4 C -0.37317 -0.45032 -0.00802  0.1110
5 N -0.27263 -1.02238 -1.20346  -0.4721
6 C 0.77130 -0.72939 -1.94515  0.2342
7 C 0.90415 -1.35937 -3.32149  0.3323
8 C -0.11749 -2.19706 -3.84348  -0.0268
9 C 0.06326 -2.92705 -5.03363  -0.8825
10 C 1.28507 -2.80752 -5.70089  -0.0947
11 C 2.31050 -2.01289 -5.21663  -0.9979
12 C 2.09205 -1.31565 -4.05200  -0.0825
13 C 1.73160 0.12209 -1.47267  -0.1688
14 C 1.55020 0.74074 -0.21870  0.6116
15 C 2.49303 1.80816 0.27335  0.3575
16 C 3.65223 2.21138 -0.47533  -0.3946
17 C 4.62307 3.11363 -0.01056  -1.1110
18 C 4.42813 3.66142 1.25342  1.0092
19 C 3.31159 3.34632 2.02227  0.6601
20 C 2.32523 2.43072 1.52513  -0.9636
21 O 3.36463 3.96976 3.22270  -0.4977
22 C 4.61591 4.68376 3.23010  -0.2241
23 O 5.22554 4.50371 1.93940  -0.4895
24 N 0.49636 0.39167 0.56780  -0.5962
25 C -3.84020 -0.91182 1.43011  0.6118
26 C -4.98920 -1.90720 1.38674  -0.6283
27 C -5.76126 -1.56634 2.65215  -0.6300
28 C -4.67982 -1.24533 3.65799  -0.5718
29 C -3.39752 -0.96212 2.89919  -0.8952
30 H -1.39072 -0.08752 1.64835  0.2755
31 H -1.05126 -2.30098 -3.27864  0.4934
32 H -0.72432 -3.57895 -5.38002  0.3931
33 H 1.50730 -3.36745 -6.60576  0.3418
34 H 3.24642 -1.93267 -5.76435  0.3735
35 H 2.93677 -0.70130 -3.67138  0.2042
36 H 2.54103 0.34784 -2.13207  0.2006
37 H 3.88364 1.76844 -1.46670  0.2423
38 H 5.52448 3.42681 -0.59283  0.3485
39 H 1.50094 2.25053 2.17864  0.5215
40 H 4.44071 5.72978 3.47644  0.2434
41 H 5.33296 4.28030 3.96411  0.2428
42 H -4.28599 0.10825 1.29470  0.0997
43 H -5.64914 -1.77083 0.48724  0.3079
44 H -4.58894 -2.94059 1.40736  0.2929
45 H -6.46544 -0.76128 2.50117  0.3332
46 H -6.37292 -2.41137 2.98252  0.3225
47 H -4.50315 -2.10730 4.29495  0.3144
48 H -5.01955 -0.38237 4.24352  0.2748
49 H -2.99209 0.03752 3.18346  0.2930
50 H -2.66207 -1.77128 3.08909  0.3060

Output
total charge	0
molecular weight	387.439	g/mol
structure (SMILES)	O=C(Nc1nc(-c2ccccc2)cc(-c2ccc3c(c2)OCO3)n1)C1CCCC1
HOMO-LUMO gap	8.15	eV
E_HOMO	-8.09	eV

---

2) One molecule with the formula C23H21N3O3. Source: OMol25; level of theory: ωB97M-V with the def2-TZVPD basis set.

Each line ends with the Mulliken charge.
Element x y z (Å)
1 C 0.10839 3.28688 -2.27854  -0.6463
2 O 0.25806 3.93883 -1.02975  -0.5391
3 C -0.72539 3.61029 -0.11758  0.2644
4 C -1.76847 4.49225 0.11435  -0.4379
5 C -2.75306 4.17887 1.03444  -0.4508
6 C -2.69976 2.97680 1.72064  -0.8818
7 C -1.66315 2.09362 1.49406  -0.0575
8 C -0.66032 2.39019 0.57308  0.0331
9 C 0.49390 1.52534 0.37349  -0.9428
10 C 0.49350 0.18068 0.35134  0.4226
11 N -0.66851 -0.59736 0.36981  -0.0202
12 C -1.77184 -0.36737 -0.40599  0.5187
13 O -1.91960 0.63870 -1.06993  -0.5508
14 C -2.80290 -1.43807 -0.32376  0.4116
15 C -4.13652 -1.05055 -0.40494  -0.8055
16 C -5.13724 -2.00152 -0.33231  -0.6094
17 C -4.81325 -3.33934 -0.19627  -0.5138
18 C -3.48443 -3.74778 -0.13745  0.6568
19 C -3.14930 -5.20314 -0.01569  -1.5014
20 C -2.48543 -2.78758 -0.19948  -0.5456
21 C 1.70514 -0.69399 0.34678  1.1118
22 O 1.58103 -1.89296 0.54413  -0.7496
23 N 2.89589 -0.07797 0.12675  -0.0671
24 C 4.17151 -0.62969 0.08629  0.2938
25 C 4.45417 -1.97283 0.33053  -0.2604
26 C 5.77535 -2.37388 0.25774  -0.5965
27 C 6.75771 -1.44284 -0.04983  -0.3559
28 C 6.36503 -0.13356 -0.27333  -0.3627
29 N 5.10844 0.26688 -0.20808  -0.5485
30 H -0.71081 3.73481 -2.85123  0.2952
31 H 1.04631 3.42534 -2.81434  0.2608
32 H -0.09958 2.22126 -2.14989  0.2040
33 H -1.79494 5.42232 -0.43325  0.4531
34 H -3.56445 4.86935 1.21038  0.3941
35 H -3.46785 2.72849 2.43816  0.4211
36 H -1.61136 1.16889 2.04955  0.4799
37 H 1.41948 2.06885 0.23511  0.2440
38 H -0.48964 -1.54749 0.68198  0.2725
39 H -4.36561 -0.00194 -0.51837  0.4807
40 H -6.17284 -1.70006 -0.38542  0.3936
41 H -5.59687 -4.08163 -0.14350  0.4177
42 H -3.48793 -5.74260 -0.89961  0.3283
43 H -2.07771 -5.35080 0.08963  0.3667
44 H -3.64898 -5.63696 0.84918  0.3425
45 H -1.45322 -3.11073 -0.18308  0.4964
46 H 2.90510 0.91340 -0.07485  0.2505
47 H 3.66211 -2.66271 0.56459  0.4692
48 H 6.03603 -3.40608 0.44023  0.4094
49 H 7.79626 -1.72552 -0.11382  0.3689
50 H 7.08322 0.63822 -0.51672  0.3822

Output
total charge	0
molecular weight	387.439	g/mol
structure (SMILES)	COc1ccccc1/C=C(\NC(=O)c1cccc(C)c1)C(=O)Nc1ccccn1
HOMO-LUMO gap	8.37	eV
E_HOMO	-8.33	eV

---

Relative energies, hartree: 1) 0.0345; 2) 0.0000.

---

1) C6H7NO2 as an isolated structure. Source: OMol25; level of theory: ωB97M-V with the def2-TZVPD basis set.

Each line ends with the Mulliken charge.
Element x y z (Å)
1 C 1.10478 1.67446 0.10150  -0.3379
2 C 0.30702 0.39823 -0.23898  0.2539
3 C 0.66396 -0.80897 0.45504  -0.2865
4 C -0.22522 -1.88123 0.70169  -0.5211
5 C -1.33391 -1.77212 -0.16953  -0.1099
6 C -0.73274 0.46269 -1.03666  -0.4020
7 H 2.87525 2.08055 0.95240  0.3511
8 H 1.10392 2.69862 -0.68377  0.2413
9 H 0.59423 2.08963 1.28204  0.1962
10 H 1.54008 -0.90057 1.15330  0.2930
11 H -0.27909 -2.83743 1.22058  0.3447
12 H -2.35753 -2.39953 0.00597  0.2646
13 H -1.35942 1.20273 -1.63450  0.3868
14 N -1.64865 -0.66358 -0.88932  0.5356
15 O 2.40364 1.23307 0.45046  -0.4947
16 O -2.65631 -0.57654 -1.67024  -0.7151

Output
total charge	0
molecular weight	125.127	g/mol
HOMO-LUMO gap	8.38	eV
E_HOMO	-8.17	eV

---

2) A 2-piece molecular cluster, C6H7NO2 overall. Source: OMol25; level of theory: ωB97M-V with the def2-TZVPD basis set.

Each line ends with the Mulliken charge.
Element x y z (Å)
1 C -0.99005 1.23816 -2.71837  0.2683
2 C -0.34248 0.40990 -2.13386  -0.5066
3 C 0.32937 1.17582 2.42101  0.6682
4 C 1.42873 -0.55310 -0.78727  -0.5217
5 C 0.30423 -0.70074 -1.52210  -0.5026
6 C -0.78255 1.39438 1.64610  -0.2851
7 N -1.72848 0.51786 1.45218  -0.1808
8 O 1.40254 1.53912 1.76785  -0.3838
9 O 0.34396 0.92116 3.63407  -0.6160
10 H -1.50072 2.11023 -3.07235  0.4309
11 H 1.82345 -1.52950 -0.31640  0.2406
12 H 1.90629 0.48745 -0.74171  0.2248
13 H 0.06947 -1.70478 -1.74951  0.3689
14 H -2.65765 0.74856 1.13534  0.2512
15 H -1.45944 -0.43736 1.32641  0.2237
16 H 2.13963 1.40719 2.38829  0.3201

Output
total charge	0
molecular weight	125.127	g/mol
HOMO-LUMO gap	9.01	eV
E_HOMO	-8.68	eV

---

Relative energies, hartree: 1) 0.0182; 2) 0.0000.

---

1) One molecule with the formula C6H7NO2. Source: OMol25; level of theory: ωB97M-V with the def2-TZVPD basis set.

Each line ends with the Mulliken charge.
Element x y z (Å)
1 C 1.57407 1.95078 -0.32404  -1.0404
2 C 1.40176 0.41972 0.03664  0.2672
3 C 2.53734 -0.37948 -0.14922  0.2110
4 N 3.58268 -0.81878 -0.34665  -0.4889
5 C 0.02347 -0.13971 0.31071  0.3640
6 O -1.03302 0.65675 0.33872  -0.3683
7 C -2.16847 -0.25381 0.05079  -0.3411
8 C -1.58252 -1.69623 0.42909  -0.2923
9 O -0.22196 -1.52299 0.40888  -0.3167
10 H 0.55787 2.17165 -0.71485  0.3122
11 H 2.37726 1.94953 -1.22372  0.2661
12 H 2.11702 2.44614 0.47075  0.3152
13 H -2.26840 -0.20509 -1.03106  0.2883
14 H -3.03178 0.00277 0.63574  0.3019
15 H -2.03477 -2.04550 1.38247  0.2709
16 H -1.83057 -2.53575 -0.27425  0.2509

Output
total charge	0
molecular weight	125.127	g/mol
structure (SMILES)	CC(C#N)=C1OCCO1
HOMO-LUMO gap	8.68	eV
E_HOMO	-8.19	eV

---

2) One molecule with the formula C6H7NO2. Source: OMol25; level of theory: ωB97M-V with the def2-TZVPD basis set.

Each line ends with the Mulliken charge.
Element x y z (Å)
1 N -2.60558 -1.91795 -0.48036  -0.4318
2 C -2.27210 -0.82789 -0.49169  0.3610
3 C -2.12521 0.53275 -0.74863  -0.5223
4 C -1.18367 1.35844 -0.19916  -0.0243
5 C -0.09625 1.17084 0.81264  -0.8629
6 O 0.15871 -0.11663 1.33441  -0.3465
7 C 1.17092 -0.91434 0.79264  -0.2404
8 C 1.79196 -0.70111 -0.35322  0.1067
9 O 2.75950 -1.49729 -0.81580  -0.5169
10 H -2.65944 0.92708 -1.61604  0.3182
11 H -1.11169 2.34539 -0.51822  0.4335
12 H 0.70363 1.58483 0.34645  0.5203
13 H -0.43887 1.78712 1.59268  0.3363
14 H 1.32158 -1.67339 1.50492  0.3302
15 H 1.59491 0.25129 -0.92028  0.2120
16 H 2.99160 -2.30915 -0.24033  0.3270

Output
total charge	0
molecular weight	125.127	g/mol
structure (SMILES)	N#C/C=C\CO/C=C/O
HOMO-LUMO gap	9.03	eV
E_HOMO	-8.44	eV

---

Relative energies, hartree: 1) 0.0000; 2) 0.0146.

---

1) C7H11NO2 as an isolated structure. Source: OMol25; level of theory: ωB97M-V with the def2-TZVPD basis set.

Each line ends with the Mulliken charge.
Element x y z (Å)
1 C -2.09893 0.53858 1.54192  -1.0570
2 C -1.36410 -0.34845 0.56362  0.5006
3 C 0.01277 -0.90452 1.19907  -0.7554
4 C 1.03117 -0.15330 0.07882  0.0367
5 C 0.17407 0.52400 -0.96266  0.2004
6 C -1.02737 0.25664 -0.61976  -0.3991
7 C 0.85811 1.26433 -2.06908  0.3218
8 H -1.34269 1.27693 1.98954  0.3139
9 H -2.46410 -0.39933 2.27003  0.2804
10 H -3.14366 1.05530 1.07911  0.2695
11 H -2.20677 -1.17947 0.62955  0.3488
12 H 0.13400 -2.15985 1.33071  0.2892
13 H 0.06989 -0.23023 2.26825  0.2043
14 H 1.48881 0.36825 0.82676  0.1562
15 H 1.99470 -1.22737 -1.78867  0.3125
16 H 2.72585 -1.76641 0.26428  0.3024
17 H -2.07675 0.22081 -1.42264  0.1738
18 H 2.45677 0.74705 -1.28842  0.4610
19 N 2.22957 -0.70652 -0.59809  -0.8525
20 O 2.20353 1.15488 -2.10478  -0.4912
21 O 0.34515 1.66867 -3.18754  -0.6163

Output
total charge	0
molecular weight	141.170	g/mol
HOMO-LUMO gap	9.66	eV
E_HOMO	-9.67	eV

---

2) One molecule with the formula C7H11NO2. Source: OMol25; level of theory: ωB97M-V with the def2-TZVPD basis set.

Each line ends with the Mulliken charge.
Element x y z (Å)
1 H 1.70092 2.81015 0.39372  0.2558
2 N 0.69127 2.63190 0.38931  -0.7583
3 C 0.44536 1.39913 0.21476  0.2969
4 C 1.45621 0.04995 0.24652  0.8018
5 C 2.33494 0.09167 -0.97440  -1.1564
6 O 1.73607 -0.51576 1.29218  -0.5938
7 C -0.75341 0.58351 0.27452  0.6167
8 C -1.45463 0.66450 1.60067  -1.6097
9 C -0.80349 -0.52884 -0.53979  0.6184
10 C -1.64314 -1.73177 -0.22677  -1.7338
11 O -0.40793 -0.39386 -1.86273  -0.4563
12 H 1.97032 0.78325 -1.73220  0.3217
13 H 2.37649 -0.90802 -1.41396  0.3116
14 H 3.33528 0.40983 -0.67144  0.3630
15 H -0.88307 0.11638 2.35904  0.2975
16 H -2.45414 0.22822 1.54202  0.3654
17 H -1.53390 1.70578 1.92239  0.4496
18 H -2.65592 -1.61817 -0.62607  0.3231
19 H -1.21425 -2.62154 -0.69954  0.5311
20 H -1.68912 -1.92745 0.84659  0.3941
21 H -0.55385 -1.22886 -2.33485  0.3618

Output
total charge	0
molecular weight	141.170	g/mol
structure (SMILES)	[H]/N=C(C(C)=O)/C(C)=C(/C)O
HOMO-LUMO gap	8.40	eV
E_HOMO	-7.97	eV

---

Relative energies, hartree: 1) 0.2084; 2) 0.0000.

---

1) CHBr2IO2S as an isolated structure. Source: OMol25; level of theory: ωB97M-V with the def2-TZVPD basis set.

Each line ends with the Mulliken charge.
Element x y z (Å)
1 C -0.86833 0.25575 0.58423  -0.2024
2 O 0.69071 1.96463 -0.69683  -0.4733
3 O 0.53583 -0.35251 -1.60189  -0.3855
4 S 0.54323 0.55738 -0.48256  0.6940
5 Br -2.38760 0.88071 -0.11535  0.1277
6 Br -0.34190 -3.21652 -0.15664  -0.3069
7 I 2.44182 -0.13491 0.85536  0.1239
8 H -0.61377 0.04546 1.61367  0.4224

Output
total charge	0
molecular weight	363.796	g/mol
HOMO-LUMO gap (alpha / beta)	4.68 / 4.74	eV
E_HOMO (alpha / beta)	-8.97 / -9.04	eV

---

2) CHBr2IO2S as an isolated structure. Source: OMol25; level of theory: ωB97M-V with the def2-TZVPD basis set.

Each line ends with the Mulliken charge.
Element x y z (Å)
1 C 0.92337 0.41119 -0.06979  -0.5968
2 O -0.45697 0.17207 2.25636  -0.4747
3 O -0.98418 -1.82468 -1.47041  -0.5792
4 S -0.55887 -0.40830 0.92138  0.4845
5 Br 2.44746 -0.04456 0.58852  0.0795
6 Br 0.25667 -0.99910 -1.77320  0.5238
7 I -2.22525 1.36672 0.00586  0.0066
8 H 0.59776 1.32665 -0.45872  0.5564

Output
total charge	0
molecular weight	363.796	g/mol
HOMO-LUMO gap	7.51	eV
E_HOMO	-9.26	eV

---

Relative energies, hartree: 1) 0.0000; 2) 0.0668.

---

1) Cl2H2O2P2 as an isolated structure. Source: OMol25; level of theory: ωB97M-V with the def2-TZVPD basis set.

Each line ends with the Mulliken charge.
Element x y z (Å)
1 O 2.14729 -0.02606 2.41120  -0.5675
2 O 1.51927 0.98869 -0.25868  -0.2686
3 P 0.63115 -0.52049 -0.16363  0.0656
4 P 2.52692 1.00328 0.99095  0.9240
5 Cl 2.63726 2.89279 1.39398  -0.1419
6 Cl 4.15864 0.54802 0.09586  -0.1370
7 H -0.22672 -0.06280 -1.30093  0.0577
8 H -0.35010 -0.02334 0.62892  0.0677

Output
total charge	0
molecular weight	166.868	g/mol
HOMO-LUMO gap	10.35	eV
E_HOMO	-10.19	eV

---

2) One molecule with the formula Cl2H2O2P2. Source: OMol25; level of theory: ωB97M-V with the def2-TZVPD basis set.

Each line ends with the Mulliken charge.
Element x y z (Å)
1 O 1.50847 0.33322 -0.72137  -0.5656
2 O -0.36176 -1.02091 0.48991  -0.4709
3 P -0.53566 0.40647 0.85860  0.6687
4 P 1.29701 -1.12965 -0.80590  0.4647
5 Cl 0.05762 -1.40818 -2.33124  -0.1760
6 Cl -1.53025 1.50977 -0.41662  -0.1218
7 H 0.75335 0.93312 0.97790  0.1274
8 H -1.18877 0.37616 1.94872  0.0734

Output
total charge	0
molecular weight	166.868	g/mol
HOMO-LUMO gap	10.21	eV
E_HOMO	-9.57	eV

---

Relative energies, hartree: 1) 0.0431; 2) 0.0000.

---

1) A 2-piece molecular cluster, C3H10N2S overall. Source: OMol25; level of theory: ωB97M-V with the def2-TZVPD basis set.

Each line ends with the Löwdin spin population.
Element x y z (Å)
1 C -1.48887 -0.06595 -2.38339  0.0491
2 C -0.26307 0.38341 -1.60576  0.0480
3 S -0.81073 1.57876 -0.25459  0.3487
4 H -1.94878 0.77004 -2.89737  0.0045
5 H -2.22366 -0.57263 -1.75027  0.0151
6 H -1.22578 -0.87598 -3.06578  0.0052
7 H 0.34233 1.07781 -2.25612  0.0053
8 H 0.34992 -0.26343 -0.99015  0.0014
9 N 1.41526 -0.26811 2.27039  0.0529
10 C 0.96948 -1.44605 1.77599  0.1864
11 N 1.38149 -1.85678 0.61521  0.0123
12 H 2.03091 0.34843 1.76827  0.0212
13 H 1.19806 0.08231 3.20028  0.0969
14 H 0.08489 -1.80873 2.29969  0.0699
15 H 0.86291 -2.73499 0.49399  0.0241
16 H -1.46917 0.57947 0.39678  0.0591

Output
total charge	-1
2S+1	2
molecular weight	106.194	g/mol
HOMO-LUMO gap (alpha / beta)	2.13 / 8.93	eV
E_HOMO (alpha / beta)	1.06 / -5.29	eV

---

2) A 2-piece molecular cluster, C3H10N2S overall. Source: OMol25; level of theory: ωB97M-V with the def2-TZVPD basis set.

Each line ends with the Löwdin spin population.
Element x y z (Å)
1 C 2.40192 -0.35588 1.13374  0.0444
2 C 1.61190 0.05297 -0.12108  0.0439
3 S 0.96986 -1.52239 -0.95700  0.3257
4 H 3.27984 -0.92378 0.87037  0.0038
5 H 1.79692 -0.90820 1.86342  0.0136
6 H 2.63332 0.50901 1.71882  0.0045
7 H 2.41030 0.44014 -0.96953  0.0046
8 H 0.67530 0.59131 -0.14074  0.0012
9 N -2.46376 0.13341 -1.41555  0.0659
10 C -2.38092 0.61237 -0.11649  0.1879
11 N -1.53710 1.62299 0.15637  0.0119
12 H -1.89246 0.47700 -2.18590  0.0249
13 H -3.15132 -0.60777 -1.74477  0.1173
14 H -2.80983 -0.08763 0.61566  0.0713
15 H -1.67090 1.72330 1.18768  0.0235
16 H 0.12692 -1.75687 0.10500  0.0555

Output
total charge	-1
2S+1	2
molecular weight	106.194	g/mol
HOMO-LUMO gap (alpha / beta)	2.44 / 8.88	eV
E_HOMO (alpha / beta)	1.03 / -5.26	eV

---

Relative energies, hartree: 1) 0.0000; 2) 0.0204.